115
Properties=species:S:1:pos:R:3:lowdin_spin:R:1 method="wB97M-V/def2-TZVPD" total_energy_ev=-122422.0116 gap_ev="6.8 / 6.4" s_squared=0.80 total_charge=-2 spin_multiplicity=2 e_above_lowest_kcal_mol=0.0
Sc -0.20 0.57 0.17 -0.002
C 0.67 -0.41 4.59 0.000
C 0.03 0.12 3.47 0.000
N 0.78 -0.01 2.38 -0.001
N 1.92 -0.62 2.77 0.000
C 1.87 -0.87 4.09 0.000
B 3.12 -0.92 1.85 0.000
N 3.40 0.30 0.96 0.000
C 4.59 0.88 0.69 0.002
C 4.38 1.88 -0.24 0.000
C 3.01 1.83 -0.49 0.005
N 2.43 0.87 0.22 0.008
N 2.82 -2.12 0.95 0.000
C 3.72 -2.92 0.34 0.000
C 3.03 -3.86 -0.38 0.000
C 1.68 -3.55 -0.16 0.000
N 1.57 -2.49 0.64 0.000
N 4.31 -1.31 2.74 0.000
C 4.46 -2.53 3.30 0.000
C 5.50 -2.47 4.20 0.000
C 5.92 -1.13 4.13 0.000
N 5.21 -0.45 3.25 0.000
H 0.31 -0.45 5.60 0.000
H -0.93 0.61 3.44 0.000
H 2.68 -1.35 4.61 0.000
H 5.47 0.58 1.22 0.000
H 5.11 2.55 -0.67 0.000
H 2.42 2.46 -1.14 0.001
H 4.78 -2.76 0.46 0.000
H 3.43 -4.66 -0.98 0.000
H 0.81 -4.05 -0.55 0.000
H 3.82 -3.36 3.02 0.000
H 5.87 -3.26 4.82 0.000
H 6.73 -0.65 4.66 0.000
C 2.98 0.10 -3.11 0.000
N 1.60 -0.27 -2.87 0.000
C 1.42 -1.67 -3.19 0.000
C 0.70 0.54 -3.66 0.000
C -0.77 0.43 -3.27 0.000
C -1.68 0.31 -4.32 0.000
C -3.04 0.30 -4.10 0.000
C -3.50 0.38 -2.80 0.000
C -2.59 0.48 -1.75 0.000
C -1.19 0.52 -1.92 0.000
H 3.30 -0.10 -4.15 0.000
H 3.63 -0.46 -2.43 0.000
H 3.12 1.17 -2.91 0.000
H 1.70 -1.89 -4.24 0.000
H 0.38 -1.93 -3.05 0.000
H 2.03 -2.28 -2.54 0.000
H 0.81 0.28 -4.73 0.000
H 1.02 1.58 -3.54 0.000
H -1.30 0.23 -5.33 0.000
H -3.74 0.23 -4.93 0.000
H -4.56 0.37 -2.59 0.000
H -3.02 0.50 -0.75 0.000
F -4.03 2.16 1.79 0.000
B -3.38 0.98 2.07 0.001
F -2.07 1.01 1.39 0.006
F -3.12 0.86 3.43 0.000
F -4.08 -0.11 1.60 0.000
C -2.07 3.67 -1.66 0.009
C -0.74 4.37 -1.93 0.015
C 0.22 3.45 -2.68 0.009
C -0.11 4.91 -0.66 0.140
C 0.20 6.26 -0.67 -0.009
C 0.76 6.91 0.42 0.179
C 0.96 6.16 1.58 -0.009
C 0.68 4.81 1.66 0.138
C 0.89 4.18 3.01 0.015
C 2.05 3.18 2.99 0.008
C -0.42 3.57 3.51 0.009
C 0.20 4.06 0.49 0.023
N 0.08 2.76 0.46 0.444
H -2.47 3.25 -2.59 0.000
H -2.80 4.37 -1.24 0.000
H -1.93 2.86 -0.95 0.002
H -0.94 5.24 -2.57 0.000
H 0.36 2.54 -2.09 0.000
H 1.19 3.94 -2.82 0.000
H -0.19 3.19 -3.65 0.001
H -0.01 6.83 -1.56 -0.005
H 1.02 7.96 0.39 0.013
H 1.35 6.65 2.46 -0.005
H 1.16 4.98 3.71 0.000
H 1.86 2.43 2.23 0.000
H 2.16 2.69 3.96 0.001
H 2.98 3.69 2.74 0.000
H -0.75 2.80 2.82 0.001
H -1.20 4.33 3.56 0.000
H -0.31 3.14 4.51 0.001
N -7.34 -5.86 -1.01 0.000
C -6.06 -5.35 -1.31 0.000
C -5.87 -3.98 -1.47 0.000
C -4.63 -3.49 -1.83 0.000
C -3.58 -4.37 -2.03 0.000
C -3.75 -5.73 -1.86 0.000
C -4.99 -6.23 -1.50 0.000
S -1.95 -3.75 -2.46 0.000
O -2.07 -3.26 -3.81 0.000
O -1.03 -4.86 -2.27 0.000
N -1.64 -2.51 -1.50 0.000
C -1.63 -2.61 -0.18 0.000
S -2.04 -4.12 0.70 0.000
C -1.92 -3.27 2.20 0.000
C -1.58 -1.99 1.96 0.000
N -1.37 -1.61 0.66 0.000
H -7.94 -5.20 -0.54 0.000
H -7.32 -6.75 -0.54 0.000
H -6.69 -3.30 -1.28 0.000
H -4.46 -2.43 -1.94 0.000
H -2.89 -6.37 -1.99 0.000
H -5.13 -7.29 -1.34 0.000
H -2.12 -3.76 3.13 0.000
H -1.52 -1.25 2.74 0.000